1.
Formula: C9H7NS
Source: the OMol25 dataset
Level of theory: ωB97M-V/def2-TZVPD

```
! RIJCOSX wB97M-V def2-TZVPD def2/J DEFGRID3
* xyz 0 1
C 0.446 2.881 0.368
C -0.901 2.425 0.655
C 1.457 1.951 0.224
C -1.223 1.116 0.350
C 1.124 0.627 -0.020
C -0.196 0.206 0.069
C -0.390 -3.614 -0.652
C -1.256 -4.699 -0.681
C -0.464 -1.093 -0.202
N -0.580 -2.292 -0.358
S -2.904 -4.616 -0.294
H 0.507 3.949 0.798
H -1.596 3.178 1.132
H 2.551 2.190 -0.065
H -2.193 0.682 0.361
H 1.988 -0.052 -0.196
H 0.702 -3.844 -0.586
H -0.810 -5.761 -0.782
*
```

M = 161.23 g/mol
Gap between HOMO and LUMO (spin up / spin down) = 6.047 / 6.054 eV
HOMO energy (spin up / spin down) = -0.2620 / -0.2622 Ha
Relative energy (zero: lowest compared OMol25 entry of this formula, charge and spin) = 90.2 kcal per mole

2.
Formula: C9H7NS2
Source: the OMol25 dataset
Level of theory: ωB97M-V/def2-TZVPD

```
! RIJCOSX wB97M-V def2-TZVPD def2/J DEFGRID3
* xyz 0 1
C 1.096 1.364 1.720
C 1.997 1.775 0.766
C 0.336 0.274 1.581
C 1.914 1.176 -0.476
C 0.133 -0.366 0.384
C 0.786 0.221 -0.752
C -1.266 -2.258 -0.246
C -1.584 -2.664 -1.539
C -0.348 -0.914 -3.304
N -0.620 -1.480 0.516
S 1.004 -0.329 -2.424
S -0.758 -2.657 -3.047
H 1.126 1.860 2.629
H 2.814 2.482 1.066
H -0.061 0.017 2.466
H 2.592 1.446 -1.319
H -1.976 -2.990 0.357
H -2.551 -3.257 -1.647
H -1.359 -0.555 -3.032
*
```

M = 193.30 g/mol
Gap between HOMO and LUMO (spin up / spin down) = 6.422 / 6.234 eV
HOMO energy (spin up / spin down) = -0.3054 / -0.2991 Ha
Relative energy (zero: lowest compared OMol25 entry of this formula, charge and spin) = 117.4 kcal per mole

3.
Formula: C9H8BeN6S3
Source: the OMol25 dataset
Level of theory: ωB97M-V/def2-TZVPD

```
! RIJCOSX wB97M-V def2-TZVPD def2/J DEFGRID3
* xyz 0 1
Be 1.508 -0.017 0.455
N 0.542 2.404 2.098
C -0.379 1.855 1.321
N -1.606 2.376 1.260
C -2.462 1.741 0.467
N -3.707 2.225 0.380
N -2.203 0.625 -0.269
C -0.972 0.208 -0.141
N -0.019 0.757 0.613
C -0.470 -0.992 -0.868
C -1.229 -1.807 -1.677
C -0.594 -2.894 -2.266
C 0.752 -3.114 -2.024
C 1.442 -2.242 -1.196
N 0.831 -1.207 -0.633
H 0.315 3.230 2.621
H 1.469 2.001 2.138
H -3.943 3.067 0.873
H -4.363 1.789 -0.240
H -2.275 -1.584 -1.830
H -1.148 -3.566 -2.908
H 1.272 -3.951 -2.468
H 2.494 -2.354 -0.966
S 5.275 0.642 1.948
C 3.781 0.378 1.351
S 2.547 -0.637 2.109
S 3.143 1.068 -0.144
*
```

M = 305.42 g/mol
Gap between HOMO and LUMO = 5.997 eV
HOMO energy = -0.2606 Ha

4.
Formula: C9H8BrClO
Source: the OMol25 dataset
Level of theory: ωB97M-V/def2-TZVPD

```
! RIJCOSX wB97M-V def2-TZVPD def2/J DEFGRID3
* xyz 0 1
C 1.809 1.567 1.366
C 1.313 2.236 0.247
C 1.782 0.198 1.358
C 0.903 1.550 -0.890
C 1.424 -0.536 0.256
C 0.938 0.121 -0.909
C -1.830 -0.361 -0.155
C -3.187 -0.308 -0.721
C 0.412 -0.543 -2.006
O -1.306 -0.453 0.886
Cl -0.081 0.133 -3.555
Br 0.383 -2.452 -1.985
H 2.310 2.078 2.268
H 1.302 3.346 0.243
H 2.163 -0.441 2.237
H 0.505 1.995 -1.775
H 1.271 -1.588 0.429
H -3.905 0.545 -0.319
H -3.095 -0.238 -1.874
H -3.812 -1.337 -0.573
*
```

M = 247.52 g/mol
Gap between HOMO and LUMO (spin up / spin down) = 7.535 / 6.473 eV
HOMO energy (spin up / spin down) = -0.2686 / -0.2683 Ha

5.
Formula: C9H8Cl2N2O
Source: the OMol25 dataset
Level of theory: ωB97M-V/def2-TZVPD

```
! RIJCOSX wB97M-V def2-TZVPD def2/J DEFGRID3
* xyz 0 1
C -2.693 -0.897 -0.326
C -1.552 -0.236 0.219
C -2.468 -1.851 -1.275
C -0.088 -1.485 -1.105
C -0.247 -0.566 -0.063
C -1.152 -2.094 -1.656
C 0.866 0.144 0.615
C 0.865 1.641 0.451
C 2.027 2.237 -0.366
N 1.843 1.125 2.613
N 0.704 0.953 1.814
O 3.116 1.882 -0.650
Cl -0.831 -3.098 -3.057
Cl 1.405 3.651 -1.238
H -3.755 -0.897 0.071
H -1.588 0.569 0.980
H -3.229 -2.279 -1.836
H 0.902 -1.707 -1.399
H 1.691 -0.449 0.529
H -0.075 1.910 0.059
H 1.546 0.674 3.483
H 2.713 0.774 2.138
*
```

M = 231.08 g/mol
Gap between HOMO and LUMO = 9.601 eV
HOMO energy = -0.3427 Ha
Relative energy (zero: lowest compared OMol25 entry of this formula, charge and spin) = 14.2 kcal per mole
SMILES = NN1[C@@H](C(=O)Cl)[C@@H]1c1cccc(Cl)c1

6.
Formula: C9H8CoO6
Source: the OMol25 dataset
Level of theory: ωB97M-V/def2-TZVPD

```
! RIJCOSX wB97M-V def2-TZVPD def2/J DEFGRID3
* xyz 2 4
O 0.020 2.944 -1.023
C 0.056 1.792 -0.859
Co 0.024 -0.157 -0.826
O 0.009 -1.197 -3.562
C 0.044 -0.832 -2.456
C -0.013 -1.908 0.150
O -0.035 -2.809 0.894
C -1.671 0.055 -0.390
O -2.749 0.091 0.031
C 1.679 0.087 -0.265
O 2.782 0.132 0.103
C -0.471 2.274 3.801
C -0.246 0.854 4.298
C 0.454 0.210 3.117
O -0.039 0.873 1.947
C -0.815 2.020 2.352
H -1.189 2.871 4.338
H 0.450 2.841 3.884
H -1.213 0.375 4.448
H 0.258 0.774 5.250
H 1.540 0.346 3.261
H 0.182 -0.847 3.008
H -1.916 1.867 2.284
H -0.485 2.824 1.691
*
```

<S²> = 3.791
M = 271.09 g/mol
Gap between HOMO and LUMO (spin up / spin down) = 8.273 / 4.350 eV
HOMO energy (spin up / spin down) = -0.6525 / -0.6383 Ha

7.
Formula: C9H8F8N2O9S
Source: the OMol25 dataset
Level of theory: ωB97M-V/def2-TZVPD

```
! RIJCOSX wB97M-V def2-TZVPD def2/J DEFGRID3
* xyz 0 1
O 7.259 -1.966 1.026
C 6.512 -1.085 1.238
F 5.533 -1.142 2.177
N 6.515 0.170 0.631
C 5.402 1.036 0.853
O 5.416 2.029 1.480
O 4.263 0.564 0.193
C 3.592 1.497 -0.566
O 3.951 1.844 -1.641
N 2.433 1.984 0.051
S 1.573 1.169 1.226
O 0.380 1.921 1.401
O 2.443 0.825 2.288
C 1.006 -0.481 0.482
F 1.776 -1.429 1.006
F -0.254 -0.642 0.911
C 1.013 -0.610 -1.069
F 0.685 0.573 -1.633
F 2.250 -0.949 -1.459
C 0.015 -1.681 -1.599
F -1.216 -1.184 -1.627
F 0.036 -2.762 -0.835
F 0.367 -2.015 -2.832
H 6.724 0.083 -0.360
H 1.820 2.420 -0.633
C -8.092 -0.218 -0.299
O -6.918 -0.502 0.468
C -5.791 -0.019 -0.054
O -5.701 0.608 -1.079
O -4.781 -0.349 0.750
C -3.501 0.114 0.305
H -8.915 -0.669 0.246
H -8.243 0.856 -0.385
H -8.015 -0.656 -1.292
H -3.487 1.201 0.249
H -3.265 -0.308 -0.668
H -2.788 -0.227 1.047
*
```

M = 472.22 g/mol
Gap between HOMO and LUMO = 11.240 eV
HOMO energy = -0.4032 Ha
SMILES = O=C(F)NC(=O)OC(=O)NS(=O)(=O)C(F)(F)C(F)(F)C(F)(F)F.COC(=O)OC

8.
Formula: C9H8INO
Source: the OMol25 dataset
Level of theory: ωB97M-V/def2-TZVPD

```
! RIJCOSX wB97M-V def2-TZVPD def2/J DEFGRID3
* xyz 0 1
C 1.571 1.014 -1.059
C -1.684 -1.788 -1.152
C -0.330 -1.933 -1.258
C -2.170 -0.700 -0.329
C 0.605 -1.119 -0.432
C -1.371 -0.046 0.564
C -0.016 -0.326 0.695
C 1.761 2.192 -0.465
C 0.843 0.244 1.604
N 1.234 -0.100 -1.409
O 0.592 1.312 2.318
I 0.270 3.678 -0.208
H -2.501 -2.425 -1.712
H 0.222 -2.704 -1.848
H -3.287 -0.511 -0.162
H 1.445 -1.593 -0.043
H -1.526 0.777 1.276
H 2.732 2.461 -0.157
H 1.825 -0.114 1.816
H -0.215 1.680 1.961
*
```

M = 273.07 g/mol
Gap between HOMO and LUMO = 7.577 eV
HOMO energy = -0.2844 Ha
Relative energy (zero: lowest compared OMol25 entry of this formula, charge and spin) = 53.8 kcal per mole
SMILES = O/C=C1\C=CC=C[C@H]1N=C=CI

9.
Formula: C9H8KNO3P
Source: the OMol25 dataset
Level of theory: ωB97M-V/def2-TZVPD

```
! RIJCOSX wB97M-V def2-TZVPD def2/J DEFGRID3
* xyz 1 1
C 2.622 -0.924 1.276
P 1.457 -1.360 -0.126
O 2.437 -1.349 -1.532
C 0.316 0.077 -0.144
C 0.758 1.386 -0.178
C -0.144 2.409 -0.154
C -1.492 2.189 -0.133
C -1.932 0.901 -0.100
C -1.032 -0.134 -0.092
C -1.844 -1.420 -0.006
O -1.461 -2.556 0.125
N -3.185 -1.034 -0.074
C -3.345 0.371 -0.072
O -4.392 0.973 -0.085
H 3.226 -0.058 0.976
H 3.224 -1.772 1.591
H 1.965 -0.587 2.076
H 2.082 -1.985 -2.166
H 1.814 1.615 -0.199
H 0.204 3.433 -0.151
H -2.220 2.988 -0.111
H -3.837 -1.477 0.562
K 4.781 -1.684 -1.285
*
```

M = 248.24 g/mol
Gap between HOMO and LUMO = 7.793 eV
HOMO energy = -0.4315 Ha

10.
Formula: C9H8N2
Source: the OMol25 dataset
Level of theory: ωB97M-V/def2-TZVPD

```
! RIJCOSX wB97M-V def2-TZVPD def2/J DEFGRID3
* xyz 0 1
C -0.817 1.985 -2.279
C -1.194 2.233 -0.934
C -0.856 1.396 0.101
C -0.002 0.326 -0.176
C 0.458 0.070 -1.532
C 0.064 0.874 -2.489
C 0.323 -0.572 0.926
C 0.478 -2.496 2.116
C 1.263 -1.477 2.734
H -0.968 2.500 -3.135
H -1.717 3.056 -0.735
H -1.113 1.567 1.007
H 1.425 -0.893 -1.761
H 0.444 0.713 -3.410
H -0.899 -2.383 0.352
H 0.296 -3.306 2.375
H 1.743 -1.382 3.824
N -0.084 -1.883 1.054
N 1.154 -0.328 1.964
*
```

M = 144.18 g/mol
Gap between HOMO and LUMO = 9.094 eV
HOMO energy = -0.3070 Ha
Relative energy (zero: lowest compared OMol25 entry of this formula, charge and spin) = 102.2 kcal per mole

11.
Formula: C9H8N2
Source: the OMol25 dataset
Level of theory: ωB97M-V/def2-TZVPD

```
! RIJCOSX wB97M-V def2-TZVPD def2/J DEFGRID3
* xyz 0 1
C -1.262 0.668 2.382
C -1.089 2.001 2.272
C -0.251 2.436 1.199
C 0.044 0.279 0.405
C -0.829 -0.241 1.465
C 0.490 -0.541 -0.662
C 1.064 -1.843 -0.628
C 1.213 -2.222 -1.982
C 0.710 -1.156 -2.798
H -1.881 0.402 3.081
H -1.241 2.580 2.982
H 0.148 3.416 0.966
H -0.930 -1.259 1.570
H 1.334 -2.329 0.274
H 1.543 -3.182 -2.455
H 0.510 -1.051 -4.065
H -0.002 0.610 -2.277
N 0.127 1.647 0.224
N 0.300 -0.216 -1.954
*
```

M = 144.18 g/mol
Gap between HOMO and LUMO = 8.429 eV
HOMO energy = -0.2848 Ha
Relative energy (zero: lowest compared OMol25 entry of this formula, charge and spin) = 66.3 kcal per mole
SMILES = c1ccc(-c2ccc[nH]2)nc1

> Which formula does entry 3 have?

C9H8BeN6S3

Please write out number 2 again, unchanged.
Formula: C9H7NS2
Source: the OMol25 dataset
Level of theory: ωB97M-V/def2-TZVPD

```
! RIJCOSX wB97M-V def2-TZVPD def2/J DEFGRID3
* xyz 0 1
C 1.096 1.364 1.720
C 1.997 1.775 0.766
C 0.336 0.274 1.581
C 1.914 1.176 -0.476
C 0.133 -0.366 0.384
C 0.786 0.221 -0.752
C -1.266 -2.258 -0.246
C -1.584 -2.664 -1.539
C -0.348 -0.914 -3.304
N -0.620 -1.480 0.516
S 1.004 -0.329 -2.424
S -0.758 -2.657 -3.047
H 1.126 1.860 2.629
H 2.814 2.482 1.066
H -0.061 0.017 2.466
H 2.592 1.446 -1.319
H -1.976 -2.990 0.357
H -2.551 -3.257 -1.647
H -1.359 -0.555 -3.032
*
```

M = 193.30 g/mol
Gap between HOMO and LUMO (spin up / spin down) = 6.422 / 6.234 eV
HOMO energy (spin up / spin down) = -0.3054 / -0.2991 Ha
Relative energy (zero: lowest compared OMol25 entry of this formula, charge and spin) = 117.4 kcal per mole